Entry 1:
This record from the OMol25 dataset describes C18H21ClN2O5 in the gas phase in a non-equilibrium geometry. The level of theory is the ωB97M-V functional and the def2-TZVPD basis.

Computed properties:
Structure (SMILES): COc1ccc(OCc2cc(C(=O)NC[C@H]3CCCCO3)no2)c(Cl)c1
E: -44745.4802 eV
HOMO-LUMO gap: 8.95 eV
Energy relative to the best compared isomer or geometry (same formula, charge and spin): 256.5 kJ/mol

Each line ends with the Mulliken charge.
Cartesian coordinates (Å):
C1 5.162 3.911 0.721  -0.837
O1 4.216 3.118 1.398  -0.431
C2 3.944 1.878 0.913  0.776
C3 3.011 1.126 1.624  -1.144
C4 2.667 -0.149 1.219  -0.075
C5 3.245 -0.714 0.088  0.444
O2 2.993 -1.967 -0.398  -0.469
C6 2.091 -2.793 0.290  -0.595
C7 0.671 -2.316 0.242  0.302
C8 -0.335 -2.357 1.167  -0.504
C9 -1.439 -1.791 0.482  0.841
C10 -2.812 -1.590 1.018  0.142
O3 -3.074 -1.742 2.195  -0.691
N1 -3.708 -1.264 0.069  -0.132
C11 -5.080 -0.949 0.367  -1.132
C12 -5.413 0.499 -0.011  0.246
C13 -4.550 1.510 0.751  -0.567
C14 -4.866 2.923 0.267  -0.893
C15 -4.690 2.981 -1.248  -0.571
C16 -5.545 1.892 -1.895  -0.551
O4 -5.220 0.610 -1.410  -0.420
N2 -1.089 -1.444 -0.734  -0.472
O5 0.207 -1.767 -0.890  -0.158
C17 4.176 0.048 -0.620  -0.096
Cl1 4.906 -0.631 -2.026  -0.219
C18 4.528 1.325 -0.223  -0.247
H1 6.147 3.434 0.705  0.335
H2 4.845 4.129 -0.303  0.337
H3 5.222 4.841 1.285  0.233
H4 2.559 1.560 2.501  0.414
H5 1.939 -0.696 1.795  0.367
H6 2.386 -2.931 1.339  0.363
H7 2.162 -3.758 -0.226  0.296
H8 -0.321 -2.725 2.169  0.481
H9 -3.386 -1.082 -0.870  0.336
H10 -5.736 -1.618 -0.200  0.334
H11 -5.228 -1.107 1.437  0.453
H12 -6.476 0.687 0.223  0.347
H13 -4.738 1.412 1.821  0.378
H14 -3.498 1.288 0.564  0.249
H15 -4.210 3.646 0.756  0.354
H16 -5.898 3.175 0.525  0.357
H17 -4.985 3.956 -1.638  0.354
H18 -3.643 2.807 -1.501  0.294
H19 -5.379 1.848 -2.974  0.330
H20 -6.611 2.101 -1.708  0.358
H21 5.253 1.863 -0.810  0.485

Entry 2:
This record from the OMol25 dataset describes a molecular structure, C33H21BrCl2IN6O3Tb in a non-equilibrium geometry. The level of theory is the ωB97M-V functional and the def2-TZVPD basis.

Computed properties:
Expectation value of S²: 12.69
E: -175273.8358 eV
2S+1: 7
HOMO-LUMO gap (alpha / beta): 7.22 / 7.26 eV

Each line ends with the Mulliken charge.
Cartesian coordinates (Å):
Tb1 -0.304 0.021 -0.272  0.141
Cl1 4.939 -3.348 -3.444  -0.234
C1 3.695 -2.992 -2.288  -0.035
C2 3.352 -1.664 -2.078  -0.147
C3 2.357 -1.312 -1.174  -0.410
N1 1.894 0.006 -0.956  0.013
C4 2.499 1.096 -1.436  0.081
O1 3.558 1.209 -2.053  -0.733
C5 1.685 2.365 -1.214  0.721
C6 2.000 3.488 -1.960  -0.440
C7 1.256 4.638 -1.775  -0.462
C8 0.226 4.632 -0.843  -0.741
C9 -0.032 3.463 -0.159  -0.126
N2 0.677 2.343 -0.335  -0.137
C10 1.695 -2.341 -0.451  -0.311
C11 2.063 -3.664 -0.665  -0.443
C12 3.052 -3.992 -1.583  0.080
Cl2 3.453 -5.666 -1.805  -0.228
N3 0.660 -1.929 0.423  -0.051
C13 0.042 -2.739 1.292  0.084
O2 0.238 -3.920 1.556  -0.784
C14 -1.105 -2.037 2.024  0.781
C15 -2.000 -2.813 2.738  -0.556
C16 -3.057 -2.190 3.379  -0.351
C17 -3.191 -0.810 3.286  -0.750
C18 -2.261 -0.111 2.543  -0.240
N4 -1.234 -0.705 1.924  -0.131
H1 3.887 -0.892 -2.607  0.673
H2 2.826 3.427 -2.654  0.506
H3 1.471 5.531 -2.349  0.429
H4 -0.379 5.509 -0.660  0.422
H5 -0.845 3.405 0.551  0.480
H6 1.582 -4.446 -0.098  0.676
H7 -1.827 -3.880 2.778  0.508
H8 -3.773 -2.772 3.948  0.431
H9 -4.004 -0.281 3.764  0.468
H10 -2.340 0.964 2.426  0.502
O3 -1.993 1.259 -0.558  0.086
C19 -3.299 1.261 -0.359  0.182
C20 -3.980 2.472 -0.167  -0.850
C21 -5.344 2.508 0.045  -0.539
C22 -6.088 1.328 0.060  -0.972
C23 -5.431 0.130 -0.133  -0.714
C24 -4.048 0.069 -0.330  0.887
C25 -3.397 -1.236 -0.519  0.274
N5 -2.170 -1.476 -0.964  0.552
C26 -2.033 -2.851 -1.042  -0.455
C27 -3.169 -3.446 -0.616  -0.980
N6 -4.024 -2.412 -0.292  0.090
H11 -3.395 3.384 -0.201  0.394
H12 -5.839 3.460 0.188  0.417
H13 -7.160 1.350 0.201  0.407
H14 -6.018 -0.783 -0.155  0.312
H15 -1.116 -3.309 -1.376  0.507
H16 -3.440 -4.481 -0.503  0.444
H17 -4.951 -2.512 0.081  0.218
Br1 -1.674 -0.281 -6.707  -0.206
C28 0.135 0.116 -6.316  -0.447
C29 0.999 0.271 -7.393  -0.355
C30 2.338 0.560 -7.177  -0.641
C31 2.821 0.695 -5.885  -0.827
C32 1.967 0.541 -4.803  -0.204
C33 0.631 0.253 -5.023  0.129
I1 -0.625 0.007 -3.393  0.721
H18 0.610 0.162 -8.397  0.383
H19 3.001 0.678 -8.025  0.370
H20 3.864 0.919 -5.702  0.461
H21 2.357 0.653 -3.800  0.672

Entry 3:
This record from the OMol25 dataset describes C2H3Cl in the gas phase. The level of theory is the ωB97M-V functional and the def2-TZVPD basis.

Computed properties:
Structure (SMILES): C=CCl
E: -14644.3109 eV
HOMO-LUMO gap: 11.00 eV
Energy relative to the best compared isomer or geometry (same formula, charge and spin): 0.0 kJ/mol

Each line ends with the Mulliken charge.
Cartesian coordinates (Å):
C1 0.616 0.398 0.000  -0.587
C2 -0.396 -0.445 0.000  -0.043
Cl1 -2.039 0.064 0.000  -0.174
H1 1.628 0.035 0.000  0.243
H2 0.475 1.465 0.000  0.237
H3 -0.283 -1.518 0.000  0.323

Entry 4:
This record from the OMol25 dataset describes 2 unconnected molecules or ions with the total composition C3H3Br2F in a non-equilibrium geometry. The level of theory is the ωB97M-V functional and the def2-TZVPD basis.

Computed properties:
E: -145957.7482 eV
HOMO-LUMO gap: 8.57 eV
Energy relative to the best compared isomer or geometry (same formula, charge and spin): 292.9 kJ/mol

Each line ends with the Mulliken charge.
Cartesian coordinates (Å):
C1 1.329 0.376 -0.654  -0.409
C2 0.678 -0.777 -0.570  -0.163
C3 -1.466 0.602 1.185  0.088
F1 -2.173 -0.458 1.338  -0.043
Br1 1.352 -2.485 -0.886  -0.142
Br2 -2.543 2.060 1.556  -0.066
H1 2.417 0.464 -0.552  0.240
H2 0.792 1.308 -0.705  0.229
H3 -0.386 -1.090 -0.712  0.266